# C27H36Cl2F4N2PReS

A molecular structure, C27H36Cl2F4N2PReS at a distorted geometry (ωB97M-V with the def2-TZVPD basis set, the Open Molecules 2025 dataset).

Properties
M: 784.7 g mol⁻¹
2S+1: 2
frontier orbital gap (spin up / spin down): 6.034 / 6.875 eV
total energy: -89725.4268 eV
total charge: +1

Each line ends with the Löwdin charge.
Geometry (Å):
Re: -0.246 0.368 -0.009  0.989
Cl: -2.012 -0.679 -1.241  0.812
Cl: -3.476 4.178 -2.902  0.714
S: -1.444 2.332 -1.312  0.667
P: 1.467 1.342 -1.424  0.687
F: 3.579 0.882 2.611  0.106
F: 4.537 3.179 3.534  0.123
F: -0.435 3.054 1.451  0.040
F: 0.600 5.386 2.259  0.124
N: -1.402 -0.475 2.038  -0.226
N: 0.966 0.684 1.533  -0.171
C: 2.597 4.341 2.924  0.100
C: 3.311 3.169 3.017  -0.205
C: 1.337 4.284 2.366  -0.215
C: -3.215 0.349 -1.951  -0.606
C: 3.130 0.827 -0.923  -0.209
C: 1.069 -0.508 2.380  -0.180
C: -0.302 -0.741 3.006  -0.147
C: -2.238 0.643 2.574  -0.239
C: 1.037 -4.810 -0.734  -0.048
C: -2.890 1.687 -2.038  -0.684
C: 0.721 -1.328 -0.517  -0.289
C: -4.390 -0.208 -2.422  -0.087
C: 1.879 -3.641 -1.271  -0.616
C: -5.291 0.628 -3.051  -0.060
C: 1.931 -3.702 -2.805  -0.042
C: 3.301 -3.716 -0.695  -0.042
C: 1.309 0.755 -3.129  -0.225
C: -3.290 1.200 1.632  -0.078
C: -1.582 -2.927 1.379  -0.084
C: -3.813 2.498 -2.711  -0.676
C: 0.822 3.088 1.921  -0.176
C: -2.274 -1.678 1.896  -0.254
C: 2.801 1.968 2.560  -0.167
C: 1.526 1.883 2.001  -0.165
C: 1.249 -2.371 -0.863  -0.089
C: 1.646 3.140 -1.571  -0.246
C: -4.994 1.976 -3.208  -0.086
H: 3.752 -4.676 -0.954  0.093
H: -0.965 -2.706 0.512  0.017
H: -6.226 0.229 -3.423  0.118
H: -0.948 -3.399 2.134  0.078
H: -2.732 -1.881 2.869  0.131
H: -4.010 0.449 1.306  0.075
H: 0.369 1.108 -3.554  0.045
H: 3.011 5.274 3.284  0.151
H: 1.806 -0.394 3.169  0.126
H: 2.345 -4.663 -3.119  0.093
H: 1.474 -5.762 -1.046  0.091
H: -0.417 -0.078 3.863  0.126
H: 2.487 3.335 -2.240  0.064
H: 3.287 -3.622 0.393  0.088
H: -2.730 0.285 3.484  0.129
H: 0.999 -4.789 0.358  0.085
H: 1.346 -1.361 1.768  0.091
H: 3.927 -2.919 -1.103  0.083
H: 1.326 -0.335 -3.128  0.036
H: 3.405 1.320 0.010  0.038
H: -2.339 -3.660 1.093  0.092
H: 0.932 -3.599 -3.234  0.089
H: 0.015 -4.757 -1.116  0.088
H: -5.686 2.634 -3.718  0.116
H: 0.748 3.595 -1.978  0.009
H: -3.846 1.981 2.154  0.095
H: -0.352 -1.764 3.374  0.121
H: -3.078 -1.421 1.212  0.079
H: 2.566 -2.907 -3.204  0.084
H: -1.565 1.448 2.862  0.102
H: 1.865 3.578 -0.596  0.044
H: 3.150 -0.253 -0.779  0.035
H: -4.586 -1.267 -2.304  0.117
H: 3.843 1.114 -1.699  0.064
H: -2.836 1.664 0.759  0.000
H: 2.143 1.138 -3.721  0.060



# C27H36ClFO11P2S

3 unconnected molecules or ions with the total composition C27H36ClFO11P2S at a distorted geometry (ωB97M-V with the def2-TZVPD basis set, the Open Molecules 2025 dataset).

Properties
M: 685.0 g mol⁻¹
structure (SMILES): C[C@@H](F)c1cc2c(cc1CCCS)C(=O)c1cc(CC(=O)Cl)ccc1C2=O.COP(=O)(OC)OC.COP(=O)(OC)OC
frontier orbital gap: 7.231 eV
total energy: -95751.0303 eV

Each line ends with the Löwdin charge.
Geometry (Å):
Cl: -4.028 -3.450 1.065  0.637
S: 9.213 -2.946 -1.783  0.647
P: -0.459 6.686 -2.762  0.674
P: -4.388 -3.011 6.802  0.672
F: 6.362 0.461 -1.445  -0.057
O: 0.275 8.132 -2.621  -0.260
O: -4.371 -3.353 5.131  -0.277
O: -3.556 -1.750 6.668  -0.262
O: -2.003 7.416 -2.772  -0.277
O: -3.453 -4.303 7.125  -0.261
O: -4.640 -2.817 8.477  -0.242
O: 0.036 -2.630 -4.172  0.101
O: 1.063 5.975 -3.030  -0.237
O: -5.861 -1.588 0.764  0.028
O: -0.654 6.033 -1.406  -0.269
O: 0.629 2.057 -2.904  0.083
C: 1.027 4.800 -3.849  -0.139
C: -1.096 -1.179 -2.555  -0.043
C: 3.908 -1.955 -1.648  -0.103
C: 4.076 -0.539 -1.222  -0.072
C: -2.397 -4.662 6.247  -0.119
C: 7.522 -3.584 -1.417  -0.579
C: -0.293 9.150 -1.810  -0.119
C: 0.155 -1.881 -3.220  -0.275
C: -3.073 6.540 -3.124  -0.134
C: 5.028 -3.025 -1.396  -0.173
C: 0.493 0.922 -2.484  -0.250
C: -2.043 1.031 -1.598  0.024
C: 6.363 -2.796 -2.212  -0.233
C: -5.893 -2.220 8.817  -0.143
C: 1.708 -0.037 -2.179  -0.044
C: -3.324 0.292 -1.357  -0.001
C: 5.912 -0.768 0.687  -0.027
C: -4.818 -1.957 -1.389  -0.109
C: 1.535 -1.480 -2.569  -0.044
C: -5.296 -2.587 4.355  -0.137
C: -0.919 0.274 -2.198  -0.046
C: -5.017 -2.217 0.172  -0.716
C: -3.499 -1.145 -1.669  -0.181
C: -2.365 -1.892 -2.288  0.045
C: 5.330 0.081 -0.519  -0.284
C: 2.952 0.399 -1.527  0.060
C: 2.641 -2.419 -2.316  0.055
H: -5.955 -2.141 9.901  0.087
H: 0.627 5.043 -4.836  0.080
H: 0.411 4.033 -3.378  0.045
H: -4.747 -2.977 -1.868  0.118
H: -2.860 6.037 -4.069  0.078
H: -6.302 -2.668 4.773  0.080
H: 6.335 -3.187 -3.269  0.117
H: 3.063 1.477 -1.247  0.124
H: -1.939 2.121 -1.329  0.123
H: 4.982 1.063 -0.066  0.139
H: -2.419 -2.983 -2.571  0.127
H: -3.982 7.134 -3.238  0.087
H: 5.160 -1.554 0.968  0.079
H: -3.230 5.800 -2.336  0.080
H: 7.314 -3.373 -0.322  0.055
H: -1.913 -3.789 5.811  0.089
H: 2.043 4.422 -3.961  0.091
H: -4.182 0.870 -0.919  0.115
H: 0.508 9.824 -1.496  0.090
H: 6.835 -1.307 0.306  0.076
H: -1.654 -5.225 6.817  0.090
H: 5.192 -3.166 -0.284  0.103
H: 9.740 -2.626 -0.538  -0.134
H: -2.783 -5.314 5.462  0.083
H: 2.553 -3.499 -2.619  0.121
H: 6.184 -0.115 1.569  0.091
H: -5.725 -1.402 -1.752  0.130
H: -0.774 8.744 -0.921  0.088
H: 6.710 -1.728 -2.263  0.084
H: -1.006 9.728 -2.399  0.083
H: -5.304 -2.982 3.339  0.023
H: 7.405 -4.698 -1.550  0.079
H: -6.717 -2.839 8.458  0.077
H: -4.989 -1.540 4.326  0.089
H: 4.602 -4.020 -1.750  0.117
H: -5.964 -1.219 8.382  0.084



Among the records above, which one has the highest M?
C27H36Cl2F4N2PReS



What is the M in the second record?
685.0 g mol⁻¹



Look up the M of the first one.
784.7 g mol⁻¹